[1]
DFT (ωB97M-V/def2-TZVPD) results for a 2-piece molecular cluster, C23H40NSi4 overall at a distorted geometry.

Results
max |F|: 1.99 eV/A
Kohn-Sham gap: 0.141 hartree
spin multiplicity: 1
total charge: +1

XYZ file:
```
68
Properties=species:S:1:pos:R:3:nbo_charge:R:1
Si -1.640 -0.774 2.187 1.15
Si 0.233 0.566 2.282 0.57
Si 2.206 -0.439 2.923 1.14
Si -0.030 2.809 2.665 1.14
N 0.351 -0.152 -3.553 -0.39
C 1.517 3.755 2.145 -1.09
C -2.805 -1.770 -4.204 -0.18
C -0.008 -3.359 -5.128 -0.16
C 2.397 -2.928 -4.891 -0.19
C -2.162 -1.000 3.985 -1.08
C 0.829 -1.294 -4.173 0.24
C 2.438 -2.114 2.085 -1.09
C 2.155 -1.664 -4.335 -0.30
C -1.438 3.505 1.619 -1.09
C -1.047 -0.174 -3.579 0.16
C -1.985 0.658 -2.984 -0.29
C -1.464 -1.392 -4.214 -0.02
C -0.366 2.983 4.509 -1.08
C -3.754 -0.899 -3.648 -0.25
C 0.660 2.151 -2.584 -0.62
C 3.687 0.603 2.396 -1.09
C 1.282 0.869 -3.119 -0.20
C -3.342 0.295 -3.036 -0.19
C -1.268 -2.431 1.366 -1.09
C -3.002 0.008 1.139 -1.10
C 1.330 -3.750 -5.298 -0.24
C 2.109 -0.622 4.794 -1.08
C -0.264 -2.095 -4.595 -0.14
H -2.392 -0.034 4.453 0.24
H 1.627 -2.815 2.310 0.24
H 1.557 -4.718 -5.749 0.22
H -1.662 1.568 -2.492 0.21
H 1.257 -1.250 5.084 0.25
H -3.084 -2.747 -4.600 0.22
H 4.600 0.109 2.758 0.26
H 3.420 -3.281 -5.007 0.22
H -4.819 -1.143 -3.667 0.22
H 1.981 0.423 -2.419 0.19
H -3.903 -0.620 1.205 0.26
H 1.373 4.820 2.375 0.26
H 3.378 -2.551 2.449 0.26
H -0.501 4.042 4.762 0.27
H -2.175 -3.051 1.396 0.26
H -1.368 -1.481 4.569 0.24
H -0.839 -4.020 -5.383 0.22
H -3.059 -1.632 4.031 0.27
H -1.223 3.417 0.543 0.25
H -0.465 -2.981 1.868 0.24
H -0.037 2.598 -3.307 0.23
H 1.997 0.356 5.279 0.25
H 0.139 1.985 -1.636 0.19
H 3.660 1.617 2.812 0.24
H 2.934 -0.964 -4.037 0.22
H 3.749 0.682 1.301 0.25
H -2.709 0.071 0.080 0.26
H -4.087 0.950 -2.582 0.21
H -2.390 3.000 1.815 0.24
H -1.272 2.436 4.796 0.25
H 1.702 3.659 1.066 0.25
H 1.457 2.888 -2.420 0.23
H -1.562 4.571 1.859 0.26
H -3.268 1.015 1.479 0.24
H 1.925 1.130 -3.978 0.20
H 2.413 3.412 2.673 0.24
H 3.033 -1.092 5.153 0.27
H -0.984 -2.292 0.313 0.25
H 0.470 2.586 5.099 0.25
H 2.507 -2.007 0.993 0.25
```

---

[2]
DFT (ωB97M-V/def2-TZVPD) results for C23H40O2PSn as an isolated structure at a distorted geometry.

Results
max |F|: 6.56 eV/A
Kohn-Sham gap: 0.122 hartree
spin multiplicity: 1
total charge: +1

XYZ file:
```
67
Properties=species:S:1:pos:R:3:nbo_charge:R:1
Sn 7.490 -1.934 -2.602 0.93
P 1.893 -0.389 -1.288 1.36
O 0.830 0.643 -0.790 -1.06
O -2.134 5.660 5.498 -0.56
C 4.379 -5.874 0.808 -0.20
C 1.210 -1.226 -3.851 -0.51
C -1.210 -1.183 -2.624 -0.41
C 4.276 -3.923 -1.669 -0.01
C 2.178 -0.120 -3.141 -0.06
C 4.493 -1.457 -2.727 -0.39
C -4.598 3.216 2.369 -0.40
C -4.165 4.336 4.782 -0.43
C -4.072 0.380 -0.383 -0.40
C -2.518 -0.109 -0.515 -0.41
C 5.637 -4.177 -0.950 -0.26
C 3.012 -5.597 0.103 -0.17
C 3.675 -0.409 -3.607 -0.50
C 2.992 -4.642 -1.113 -0.23
C 4.094 -3.003 -2.959 -0.48
C -3.530 3.460 3.576 -0.41
C -3.005 4.569 5.892 -0.07
C -2.030 0.090 -2.042 -0.41
C -0.330 -0.678 -3.878 -0.41
C -4.232 0.911 1.154 -0.41
C 5.650 -5.140 0.274 -0.18
C -0.902 5.193 4.896 -0.27
C -3.817 2.468 1.152 -0.41
H -3.463 4.851 6.917 0.19
H -2.646 4.015 3.091 0.20
H 6.631 -5.376 0.820 0.24
H 5.623 -1.376 -3.087 0.03
H 1.531 -1.745 -0.991 -0.04
H -4.592 5.329 4.400 0.22
H -3.121 2.480 4.003 0.20
H -4.036 2.987 0.147 0.21
H 4.545 -1.209 -1.598 0.24
H -5.013 3.770 5.318 0.20
H 1.167 -2.201 -3.228 0.23
H -2.900 0.285 -2.757 0.20
H -2.025 -1.948 -2.926 0.22
H -1.906 0.537 0.205 0.22
H -1.390 1.051 -2.048 0.22
H -2.696 2.570 1.387 0.21
H -4.802 -0.484 -0.578 0.21
H 3.113 -0.021 -0.589 -0.06
H -5.515 2.628 2.729 0.20
H -0.871 -1.015 -4.828 0.23
H -0.274 0.465 -3.861 0.23
H 2.056 -6.111 0.442 0.25
H -4.914 4.272 2.034 0.21
H -0.578 -1.687 -1.808 0.18
H -2.434 3.580 6.070 0.17
H 6.601 -3.680 -1.334 0.11
H 1.546 -1.391 -4.929 0.23
H 1.982 -4.454 -1.630 0.23
H -2.428 -1.231 -0.258 0.20
H -3.454 0.309 1.759 0.20
H 4.292 0.559 -3.698 0.25
H -5.284 0.736 1.565 0.21
H -0.668 5.906 4.025 0.19
H -4.253 1.215 -1.144 0.20
H 3.052 -3.161 -3.391 0.26
H 4.831 -3.416 -3.755 0.23
H -0.952 4.134 4.468 0.18
H 3.615 -0.844 -4.678 0.24
H 4.423 -6.600 1.685 0.25
H -0.060 5.203 5.686 0.18
```

---

[3]
DFT (ωB97M-V/def2-TZVPD) results for C23H41BrGeNO5PdSi as an isolated structure.

Results
max |F|: 0.49 eV/A
Kohn-Sham gap: 0.300 hartree
energy above the lowest of the compared OMol25 structures with the same formula, charge and spin: 0.0 kcal per mole
spin multiplicity: 1
total charge: +1

XYZ file:
```
74
Properties=species:S:1:pos:R:3:lowdin_charge:R:1
Pd 0.248 2.164 0.152 0.71
Br 1.105 -0.216 0.186 0.63
Ge -1.420 2.405 -1.756 0.92
Si 0.590 -2.564 0.262 0.63
O 2.197 4.603 -2.422 0.11
O -1.492 4.644 3.558 0.19
O -0.649 2.735 2.794 -0.02
O 1.470 2.711 -1.459 -0.20
O 0.517 8.204 0.630 0.13
N 0.201 4.137 0.461 0.02
C -1.435 4.224 -2.401 -0.19
C -0.937 4.046 2.692 -0.42
C 3.091 -3.143 1.523 -0.09
C -1.304 -2.660 0.452 -0.62
C 1.092 -4.441 2.278 -0.08
C -3.106 1.949 -0.915 -0.22
C -0.289 6.157 1.591 0.10
C -1.774 -4.096 0.151 -0.07
C 2.608 -2.500 -1.796 -0.11
C 1.606 3.996 -1.561 -0.62
C 0.408 6.878 0.614 -0.25
C 0.918 4.813 -0.456 -0.17
C 1.293 -3.190 -1.396 -0.62
C 1.046 6.180 -0.409 0.11
C -0.698 1.097 -2.968 -0.20
C -1.752 -2.297 1.874 -0.09
C 1.425 -2.077 2.994 -0.11
C -2.026 -1.695 -0.499 -0.11
C -0.354 4.790 1.493 -0.13
C 1.585 -3.053 1.816 -0.63
C 0.323 -2.982 -2.567 -0.09
C -1.008 1.912 1.694 -0.23
C 1.555 -4.704 -1.257 -0.08
H 3.337 -3.923 0.804 0.07
H -0.615 -3.523 -2.447 0.07
H -1.235 1.203 -3.914 0.05
H 2.962 -2.954 -2.725 0.10
H 1.640 6.676 -1.164 0.15
H -1.661 4.940 -1.613 0.03
H -0.510 4.492 -2.908 0.04
H -1.594 -4.386 -0.884 0.07
H -2.846 -2.299 1.909 0.10
H 3.398 -2.611 -1.058 0.07
H -1.303 -4.836 0.799 0.08
H -1.405 -3.012 2.619 0.07
H -1.723 -0.664 -0.308 0.02
H -3.802 1.768 -1.739 0.05
H -3.104 -1.767 -0.325 0.10
H 1.165 -5.202 1.500 0.07
H -2.246 4.266 -3.134 0.05
H -2.853 -4.155 0.321 0.10
H 3.608 -3.388 2.454 0.10
H 0.797 -3.358 -3.477 0.10
H -1.413 -1.303 2.172 0.06
H 0.062 -4.416 2.636 0.07
H -3.057 1.046 -0.313 0.00
H 0.106 -1.925 -2.733 0.06
H -0.852 0.092 -2.583 -0.01
H -1.850 -1.914 -1.549 0.06
H 1.991 -2.476 3.840 0.09
H -0.977 0.889 2.057 0.05
H 0.396 -1.957 3.323 0.06
H 0.059 8.592 1.386 0.14
H 1.886 -5.086 -2.226 0.10
H 2.467 -1.436 -1.987 0.05
H -0.753 6.635 2.444 0.14
H 3.498 -2.196 1.164 0.08
H 2.341 -4.928 -0.537 0.06
H 0.662 -5.265 -0.976 0.08
H -2.024 2.151 1.380 0.06
H 1.715 -4.769 3.114 0.10
H 1.833 -1.092 2.769 0.05
H -3.495 2.775 -0.321 0.03
H 0.361 1.291 -3.124 0.03
```

---

[4]
DFT (ωB97M-V/def2-TZVPD) results for C23H41BrP2Rh as an isolated structure at a distorted geometry.

Results
max |F|: 9.64 eV/A
Kohn-Sham gap (spin up / spin down): 0.114 / 0.151 hartree
energy above the lowest of the compared OMol25 structures with the same formula, charge and spin: 64.5 kcal per mole
spin multiplicity: 5
total charge: +1

XYZ file:
```
68
Properties=species:S:1:pos:R:3:nbo_charge:R:1
Rh 0.235 1.097 -2.633 0.49
Br -0.801 2.143 2.389 -0.13
P -2.359 -0.938 0.720 0.93
P 2.460 1.516 1.264 0.89
C -3.430 0.464 0.295 -1.02
C -1.218 1.938 -3.539 -0.24
C 1.091 1.542 0.010 -0.76
C 0.512 -0.606 4.141 -0.02
C 1.050 0.485 4.962 -0.66
C 1.461 1.274 -4.068 -0.27
C 1.237 -1.443 3.244 -0.02
C -1.292 -0.421 -4.494 -0.44
C 0.656 -3.264 1.521 -0.67
C -0.745 2.458 -4.879 -0.45
C -1.428 0.495 -3.294 -0.29
C 2.706 -1.423 3.076 -0.66
C -1.940 -0.327 4.812 -0.68
C 3.619 0.568 0.178 -0.93
C 1.128 -0.111 -3.803 -0.28
C -2.241 -2.687 2.737 -0.57
C 0.149 -0.898 -4.658 -0.44
C 0.322 -2.290 2.580 0.14
C 3.003 3.270 1.019 -0.94
C -2.816 -1.828 -0.820 -1.03
C 0.736 2.035 -5.180 -0.45
C -0.962 -2.049 3.139 -0.11
C -0.846 -0.982 4.079 0.16
H -1.652 -0.199 5.862 0.25
H 1.243 -4.091 1.936 0.25
H -2.374 -1.498 -1.806 0.28
H 0.776 1.445 -6.112 0.22
H 0.560 1.440 4.711 0.24
H -1.420 2.127 -5.673 0.22
H 0.797 2.572 -0.242 0.20
H 2.372 3.872 1.686 0.25
H 0.177 -1.959 -4.327 0.22
H -3.461 1.227 1.064 0.25
H -2.588 -2.906 -0.775 0.25
H -2.846 -2.911 3.629 0.25
H 3.013 -2.187 2.357 0.22
H 0.193 1.002 0.340 0.19
H 3.931 1.160 -0.696 0.24
H -2.132 0.672 4.400 0.25
H -1.952 -1.259 -4.319 0.21
H 3.206 -1.618 4.036 0.24
H -2.856 -0.924 4.761 0.22
H 0.886 0.282 6.034 0.23
H -0.240 -3.681 1.059 0.22
H 2.836 3.586 -0.017 0.23
H 3.046 -0.439 2.717 0.23
H 1.949 -0.679 -3.340 0.22
H 2.392 1.695 -3.620 0.22
H 0.483 -0.886 -5.706 0.23
H -3.219 0.941 -0.685 0.27
H 4.049 3.405 1.299 0.25
H -1.831 2.609 -2.919 0.22
H -1.686 0.017 -5.417 0.22
H 3.094 -0.323 -0.207 0.24
H -2.925 -1.989 2.062 0.12
H -3.904 -1.723 -0.953 0.24
H -2.041 -3.613 2.179 0.24
H -4.414 -0.006 0.265 0.24
H 2.126 0.604 4.789 0.23
H 1.259 -2.790 0.740 0.24
H -2.173 0.253 -2.532 0.20
H 4.499 0.245 0.752 0.24
H -0.791 3.559 -4.806 0.23
H 1.330 2.950 -5.324 0.23
```

---

- Which formula does entry 1 have?
  C23H40NSi4